Record 1
This record from OMol25 describes C27H58BClFN3O8P5S as an isolated structure at a distorted geometry. The level of theory is the ωB97M-V functional and the def2-TZVPD basis.

XYZ file:
```
105
C27H58BClFN3O8P5S | OMol25 | the ωB97M-V functional and the def2-TZVPD basis
C 2.136 2.979 1.067
C 0.991 2.116 0.987
C -0.128 0.845 1.100
S -1.094 1.635 2.516
C -2.631 0.934 3.194
O -0.233 1.770 3.849
O -1.259 3.208 2.361
C -0.868 0.946 -0.407
P -2.369 2.209 -0.360
N -3.225 2.354 -1.695
P 0.195 2.081 -1.586
O -0.499 2.456 -2.984
C -1.330 -0.520 -1.059
C -1.410 -0.600 -2.692
C -0.484 -0.403 -3.816
C -2.961 -0.539 -0.630
C -3.631 -0.803 0.635
C -0.530 -1.833 -0.595
B -1.370 -3.164 -0.057
N -0.989 -4.086 1.086
O -2.668 -3.639 -0.664
P 0.314 -2.938 -1.985
O 0.980 -4.405 -1.229
Cl -1.010 -3.784 -3.373
C 0.798 -1.398 0.227
P 2.302 -0.926 -0.947
P 3.727 -2.627 -1.100
O 3.568 -3.410 -2.491
O 5.344 -1.968 -1.038
O 3.576 -3.798 0.166
N 0.663 -0.405 1.390
C -0.119 -1.182 2.473
C 2.028 -0.277 1.994
C 2.864 -1.617 2.417
F 2.133 0.470 3.304
H 2.816 3.897 1.379
H -2.640 -0.233 3.457
H -2.841 1.439 4.260
H -3.651 1.114 2.629
H -1.832 3.560 -0.125
H -3.297 1.952 0.693
H -2.840 1.654 -2.349
H 1.564 1.709 -1.702
H 0.209 3.482 -1.102
H -2.441 -1.027 -3.140
H -0.796 0.426 -4.618
H 0.530 -0.942 -4.036
H -3.734 -0.223 -1.491
H -3.319 -1.549 1.503
H -4.568 -0.118 0.925
H -1.394 -3.722 1.981
H 0.030 -4.254 1.178
H -3.374 -3.712 0.042
H 0.397 -5.192 -1.436
H 1.141 -2.488 0.585
H 1.799 -0.580 -2.286
H 5.672 -2.018 -1.991
H 4.445 -4.227 0.422
H -0.015 -0.782 3.552
H -1.234 -1.192 2.122
H 0.195 -2.318 2.538
H 2.854 0.323 1.379
H 3.344 -1.582 3.512
H 3.828 -1.745 1.721
H 2.313 -2.636 2.376
C 1.900 0.370 -6.763
C 0.766 -0.321 -7.503
C 1.108 -1.749 -7.934
C 2.271 -1.875 -8.924
C 2.106 -1.096 -10.232
C 0.920 -1.562 -11.062
H 2.785 0.486 -7.395
H 1.587 1.371 -6.446
H 2.184 -0.194 -5.869
H 0.470 0.281 -8.368
H -0.108 -0.359 -6.842
H 0.211 -2.209 -8.366
H 1.349 -2.342 -7.042
H 2.413 -2.937 -9.159
H 3.200 -1.550 -8.439
H 3.018 -1.223 -10.828
H 2.020 -0.022 -10.033
H 1.010 -2.625 -11.309
H 0.873 -1.000 -12.000
H -0.027 -1.408 -10.537
C -2.077 4.913 6.748
C -1.152 3.707 6.692
C -1.779 2.438 7.273
C -2.141 2.507 8.761
C -0.981 2.840 9.703
C 0.126 1.798 9.685
H -2.327 5.184 7.777
H -1.592 5.780 6.286
H -3.007 4.717 6.206
H -0.212 3.940 7.204
H -0.892 3.516 5.644
H -1.094 1.599 7.104
H -2.689 2.200 6.708
H -2.572 1.542 9.057
H -2.936 3.247 8.909
H -1.374 2.911 10.724
H -0.566 3.827 9.469
H -0.261 0.812 9.960
H 0.907 2.067 10.403
H 0.594 1.723 8.699
```

Properties
* lowest unoccupied orbital energy: -0.159 hartree
* Kohn-Sham gap: 6.6 eV
* HOMO energy: -0.4002 hartree
* total charge: +1
* DFT total energy: -122957.715 eV

---

Record 2
This record from OMol25 describes C27H58NP3Re as an isolated structure at a distorted geometry. The level of theory is the ωB97M-V functional and the def2-TZVPD basis.

XYZ file:
```
90
C27H58NP3Re | OMol25 | the ωB97M-V functional and the def2-TZVPD basis
P -0.300 -1.540 -4.377
P 0.193 2.167 -5.033
C -0.625 -0.481 -5.826
C 0.373 0.656 -6.067
H -1.668 -0.126 -5.752
H -0.586 -1.157 -6.696
H 1.423 0.318 -6.044
H 0.204 1.032 -7.092
C -1.203 3.021 -5.853
H -1.649 3.744 -5.154
H -1.975 2.313 -6.186
H -0.799 3.554 -6.722
C 1.632 3.128 -5.630
H 1.369 3.517 -6.624
H 2.513 2.472 -5.694
H 1.868 3.982 -4.981
C -1.283 -3.016 -4.738
H -1.211 -3.725 -3.905
H -0.884 -3.478 -5.653
H -2.326 -2.721 -4.905
C 1.423 -2.079 -4.580
H 2.114 -1.271 -4.854
H 1.441 -2.807 -5.409
H 1.806 -2.590 -3.686
Re 0.802 -1.018 -0.216
C 0.041 2.894 -3.351
C -1.326 2.698 -2.854
C -2.225 1.598 -3.151
C -2.097 0.192 -2.501
C -0.931 -0.743 -2.878
C 0.460 -0.437 -2.157
C 1.397 0.681 -2.732
C 1.047 2.133 -2.376
C 0.271 -2.807 0.538
H 0.332 3.954 -3.368
H -1.667 3.422 -2.112
H -2.409 1.456 -4.237
H -3.185 1.967 -2.729
H -2.086 0.324 -1.408
H -3.044 -0.338 -2.707
H -1.282 -1.694 -2.399
H 1.059 -1.402 -2.328
H 1.565 0.497 -3.827
H 2.389 0.467 -2.281
H 0.627 2.154 -1.361
H 1.981 2.715 -2.310
H 1.134 -3.188 1.118
H 0.074 -3.538 -0.265
H -0.609 -2.740 1.193
C 2.578 2.656 1.890
C 2.104 1.473 2.746
C 2.967 0.250 2.376
C 2.327 1.802 4.237
P 0.283 1.197 2.421
N 0.350 0.184 0.971
C -0.505 0.055 3.657
C -0.786 0.750 5.008
C -1.830 -0.477 3.084
C 0.419 -1.147 3.903
C -0.694 2.815 2.260
C -0.268 3.606 1.012
C -2.196 2.525 2.140
C -0.466 3.695 3.510
H 3.674 2.717 1.959
H 2.195 3.621 2.247
H 2.330 2.525 0.826
H 4.021 0.568 2.445
H 2.846 -0.589 3.070
H 2.804 -0.104 1.343
H 1.739 2.666 4.576
H 2.125 0.947 4.894
H 3.390 2.064 4.365
H -1.616 1.466 4.954
H -1.085 -0.033 5.724
H 0.095 1.247 5.432
H -1.724 -0.801 2.042
H -2.137 -1.342 3.689
H -2.641 0.253 3.149
H 0.625 -1.706 2.979
H 1.357 -0.879 4.401
H -0.112 -1.829 4.585
H -0.135 2.962 0.130
H -1.064 4.327 0.780
H 0.640 4.199 1.167
H -2.638 2.161 3.075
H -2.701 3.475 1.914
H -2.425 1.832 1.319
H -0.750 3.195 4.443
H 0.563 4.063 3.601
H -1.117 4.576 3.410
```

Properties
* lowest unoccupied orbital energy (spin up / spin down): -0.212 / -0.222 hartree
* energy above the lowest of the compared OMol25 structures with the same formula, charge and spin: 29.2 kcal/mol
* Kohn-Sham gap (spin up / spin down): 4.8 / 4.7 eV
* HOMO energy (spin up / spin down): -0.3887 / -0.3955 hartree
* total charge: +2
* DFT total energy: -60406.360 eV
* spin multiplicity: 4